## P
DFT (ωB97M-V with the def2-TZVPD basis set) results for a cluster of 2 separate species, C4H7NO2S in total.

Calculated values
E_LUMO (eV): 0.3
Frontier orbital gap (Eh): 0.367

XYZ file:
```
15
Properties=species:S:1:pos:R:3:lowdin_charge:R:1
S 1.60 1.28 -0.19 0.946
O 2.08 -1.17 -0.63 -0.148
O -1.79 -1.19 -0.08 -0.177
N 0.73 -1.16 -0.33 0.000
C -1.96 1.04 -0.45 -0.094
C 0.32 0.07 -0.03 -0.525
C 2.54 -0.32 0.26 -0.523
C -1.16 0.05 0.26 -0.555
H -0.80 -2.07 0.07 0.288
H -1.77 2.16 -0.01 0.144
H -2.99 0.74 -0.28 0.082
H 2.56 -0.62 1.40 0.137
H -1.56 0.25 1.39 0.184
H 3.70 0.06 0.07 0.136
H -1.47 0.87 -1.44 0.105
```

=====

## Q
DFT (ωB97M-V with the def2-TZVPD basis set) results for the molecule C4H7NO2S.

Calculated values
E_LUMO (eV): 0.8
Frontier orbital gap (Eh): 0.383

XYZ file:
```
15
Properties=species:S:1:pos:R:3:lowdin_charge:R:1
S -1.67 0.76 -0.74 0.927
O -0.29 1.43 -1.34 -0.314
O -2.33 0.08 -1.87 -0.423
N -0.94 -0.37 0.30 -0.303
C -1.58 -0.45 1.61 -0.172
C 0.61 0.45 -1.78 -0.296
C 1.85 0.80 -2.12 0.023
C -0.28 0.28 1.45 -0.154
H 1.98 1.84 -1.99 0.042
H 0.34 -0.58 -1.97 0.103
H -1.53 -1.58 1.94 0.140
H -2.52 0.05 1.89 0.105
H -0.37 1.34 1.59 0.097
H 2.64 0.01 -2.50 0.110
H 0.71 -0.17 1.54 0.114
```

=====

Least stable structure among those shown: P.